Entry 1:
Computed, not measured: C28H28MnN6O5S as an isolated structure, with wB97M-V/def2-TZVPD.

The net charge is 0. The orbital gap (alpha / beta) comes out at 4.5 / 7.0 eV. As for the multiplicity: 6. Its expectation value of S² is 8.8431.

Cartesian coordinates (Å):
1 Mn -0.8249 0.2078 0.8576
2 O -0.4897 -4.0941 -0.1993
3 C -1.0239 -3.9791 -1.4410
4 C -1.1291 -5.1473 -2.1920
5 C -1.6338 -5.1116 -3.4773
6 C -2.0379 -3.9034 -4.0351
7 C -1.9390 -2.7457 -3.2879
8 C -1.4436 -2.7531 -1.9827
9 C -1.3885 -1.4854 -1.2188
10 O -0.9609 -1.5360 0.0575
11 N -1.7561 -0.3747 -1.7412
12 N -1.6169 0.6632 -0.8403
13 C -1.9809 1.8990 -1.2876
14 C -1.8179 3.0835 -0.5556
15 C -2.0904 4.3467 -1.1388
16 C -1.8982 5.5247 -0.4460
17 C -1.4251 5.4978 0.8636
18 C -1.1467 4.2693 1.4662
19 C -1.3324 3.0821 0.7847
20 O -1.0550 1.9285 1.4234
21 H -0.4344 -3.1695 0.1407
22 H -0.7955 -6.0738 -1.7429
23 H -1.7059 -6.0277 -4.0500
24 H -2.4303 -3.8683 -5.0425
25 H -2.2575 -1.7958 -3.6962
26 H -2.3825 1.9278 -2.2944
27 H -2.4557 4.3711 -2.1596
28 H -2.1167 6.4712 -0.9244
29 H -1.2844 6.4161 1.4181
30 H -0.7974 4.2177 2.4905
31 C -2.8150 -3.9350 2.7591
32 N -1.4656 -3.4290 2.9536
33 C -0.3316 -4.2089 3.0828
34 C 0.7190 -3.3820 3.1916
35 N 0.2200 -2.0845 3.1100
36 C -1.1423 -2.1188 2.9544
37 S -2.2072 -0.8278 2.8306
38 C 1.0089 -0.9167 3.2639
39 C 2.0160 -0.8936 4.2161
40 C 2.7849 0.2519 4.3110
41 C 2.5133 1.3241 3.4766
42 C 1.4767 1.2103 2.5695
43 N 0.7421 0.0992 2.4607
44 H -2.8603 -4.9469 3.1530
45 H -3.0552 -3.9367 1.6976
46 H -3.5150 -3.2955 3.2895
47 H -0.3736 -5.2818 3.0537
48 H 1.7714 -3.5873 3.2515
49 H 2.1709 -1.7380 4.8714
50 H 3.5794 0.3084 5.0434
51 H 3.0838 2.2400 3.5268
52 H 1.2044 2.0193 1.9072
53 O 2.2698 -0.5538 -2.1236
54 C 1.6608 0.3574 -1.3901
55 O 1.3252 0.1241 -0.2439
56 C 1.4830 1.7027 -2.0659
57 N 2.2302 1.7147 -3.3306
58 C 3.4496 2.4971 -3.0752
59 C 3.0396 3.5771 -2.0740
60 C 1.9893 2.8790 -1.1958
61 H 0.4122 1.7839 -2.2517
62 H 1.6779 2.1500 -4.0573
63 H 2.4612 -0.0890 -2.9747
64 H 3.8522 2.8850 -4.0096
65 H 4.2036 1.8369 -2.6367
66 H 2.5953 4.4250 -2.5986
67 H 3.8849 3.9493 -1.4957
68 H 1.1683 3.5423 -0.9326
69 H 2.4232 2.5071 -0.2666

Atoms 1-6, force components in eV/Å:
-0.3 0.1 -0.3
0.0 0.4 0.2
0.0 0.0 -0.2
0.0 0.0 0.0
0.0 0.0 0.0
0.0 0.0 0.0

---

Entry 2:
Computed, not measured: an isolated molecule of C9H17FN2O2S, with wB97M-V/def2-TZVPD.

The net charge is 0. The orbital gap comes out at 5.0 eV.

Cartesian coordinates (Å):
1 F 0.9749 1.7694 0.0433
2 S 0.1239 0.5922 0.8786
3 C 1.2927 -0.6682 0.9437
4 C 1.2355 -1.8364 1.9959
5 O -0.0488 1.0805 2.2289
6 O -1.0221 0.4458 0.0265
7 H 1.7809 -0.8147 -0.0186
8 H 1.3140 -2.7377 1.3793
9 H 0.2851 -1.6714 2.5330
10 C 3.9257 -4.1452 3.4371
11 N 2.9529 -3.9146 4.4754
12 C 2.7779 -5.0819 5.3344
13 C 2.2190 -4.7279 6.6848
14 C 1.1076 -3.7177 6.5649
15 N 1.4145 -2.6607 5.5985
16 C 0.6399 -1.4636 5.8338
17 C 2.0618 -2.9086 4.4398
18 C 2.0790 -1.8106 3.2265
19 H 4.5157 -3.2441 3.2221
20 H 4.6386 -4.9201 3.7208
21 H 3.4471 -4.4790 2.5136
22 H 2.1079 -5.7902 4.8310
23 H 3.7422 -5.6010 5.4379
24 H 1.8363 -5.6352 7.1734
25 H 3.0129 -4.3268 7.3203
26 H 0.1849 -4.2221 6.2456
27 H 0.8809 -3.2647 7.5458
28 H 1.2389 -0.5550 5.6657
29 H -0.2367 -1.4310 5.1797
30 H 0.2778 -1.3999 6.8639
31 H 1.8884 -0.8529 3.7324
32 H 3.0970 -1.7803 2.8550

Atoms 1-6, force components in eV/Å:
-0.7 -0.9 0.8
2.6 -1.2 0.4
0.1 0.3 0.5
-3.0 1.5 -1.4
-0.7 0.2 -0.2
-0.1 0.2 0.1

---

Entry 3:
Computed, not measured: an isolated molecule of C3H2F2S, with wB97M-V/def2-TZVPD.

Its SMILES is F/C=C(/F)C=S. The net charge is 0. The orbital gap comes out at 7.9 eV. The relative energy (zero: lowest compared OMol25 entry of this formula, charge and spin) is 41.3 kJ/mol.

Cartesian coordinates (Å):
1 F -2.4632 -0.3875 -0.4151
2 C -1.3240 -0.6401 -1.1227
3 C -0.1026 -0.3096 -0.5791
4 F 0.9902 -0.5562 -1.3075
5 C 0.0747 0.3115 0.7230
6 S 1.4804 0.8162 1.3930
7 H -1.4143 -1.2160 -2.0428
8 H -0.9041 0.4786 1.1314

Atoms 1-6, force components in eV/Å:
1.0 -0.3 -0.9
1.5 0.3 1.6
-1.4 -0.3 -0.6
-0.1 -0.1 -0.1
0.8 0.4 -0.5
-1.1 -0.5 -0.5

---

Entry 4:
Computed, not measured: C27H30NOTc as an isolated structure, with wB97M-V/def2-TZVPD.

The net charge is -1. The orbital gap (alpha / beta) comes out at 3.9 / 5.9 eV. As for the multiplicity: 4. Its expectation value of S² is 3.7841. The relative energy (zero: lowest compared OMol25 entry of this formula, charge and spin) is 169.3 kJ/mol.

Cartesian coordinates (Å):
1 Tc -0.0239 0.4339 0.3340
2 C -1.7893 -1.0444 1.8149
3 C -1.9748 -1.8349 0.6639
4 C -0.7093 -2.1627 0.1026
5 H -2.9237 -2.2031 0.3205
6 C 0.3209 -1.5948 0.9247
7 C -0.3539 -0.8218 1.9841
8 H 0.1167 -0.5272 2.9212
9 H -2.5587 -0.7492 2.5162
10 H -0.5335 -2.8026 -0.7528
11 H 1.3647 -1.9002 0.9060
12 C 0.7962 2.4528 0.2872
13 C 1.0336 1.8108 1.5544
14 C 1.8813 0.6818 1.3136
15 H 0.7173 2.1769 2.5222
16 C 2.1320 0.5958 -0.0910
17 C 1.4761 1.6988 -0.7208
18 H 1.4938 1.9155 -1.7908
19 H 0.2502 3.3753 0.1267
20 H 2.2954 0.0234 2.0632
21 H 2.7547 -0.1290 -0.5997
22 O -2.1876 -0.5733 -1.5058
23 C 2.1353 -1.9243 -3.6540
24 C 0.8470 -2.0803 -4.0936
25 C 2.5346 -2.7081 -2.4318
26 C 2.7564 -0.5596 -3.9164
27 C -1.6695 -0.9816 -2.6128
28 H 0.2053 -2.8016 -3.6413
29 H 0.3554 -1.3299 -4.6653
30 H -1.3310 -0.2300 -3.3850
31 H -1.4968 -2.0817 -2.7193
32 H 3.3735 -3.4038 -2.5132
33 H 1.6859 -3.2796 -2.0222
34 H 2.7425 -2.0259 -1.6069
35 H 3.6184 -0.5006 -4.6002
36 H 3.0455 -0.0930 -2.9626
37 H 2.0050 0.1697 -4.2886
38 C -3.5300 3.9847 3.1547
39 C -2.5823 3.0217 3.5210
40 C -2.0254 2.1751 2.5708
41 C -2.3800 2.3036 1.2004
42 C -3.3413 3.2781 0.8651
43 C -3.9196 4.0953 1.8169
44 N -1.8726 1.5268 0.1733
45 C -2.6024 1.5545 -1.0081
46 C -3.8723 0.9589 -1.0580
47 C -4.6207 0.9539 -2.2157
48 C -4.1227 1.6013 -3.3499
49 C -2.8352 2.1816 -3.3120
50 C -2.0821 2.1595 -2.1496
51 H -3.9634 4.6401 3.9057
52 H -2.2638 2.9147 4.5575
53 H -1.3191 1.3966 2.8671
54 H -3.6467 3.4094 -0.1786
55 H -4.6642 4.8168 1.4911
56 H -4.1754 0.3326 -0.2300
57 H -5.5404 0.3516 -2.2823
58 H -4.6790 1.5658 -4.3019
59 H -2.4132 2.6038 -4.2305
60 H -1.0505 2.5438 -2.1051

Atoms 1-6, force components in eV/Å:
-1.7 0.7 -1.0
0.5 -1.5 -0.9
0.2 0.3 1.7
0.7 0.4 1.0
-0.1 0.2 -0.3
-1.1 -1.2 0.7

---

| no. | electronic energy (Ha) |
| --- | --- |
| 1 | -3337.785919 |
| 2 | -1111.024897 |
| 3 | -713.366934 |
| 4 | -1257.412339 |